Entry 1:
Formula: C19H30BMnO23
Source: OMol25
Level of theory: ωB97M-V/def2-TZVPD

## Properties
* 2S+1: 6
* E_LUMO (alpha / beta): -2.393 / -2.393 eV
* net charge: +1

Each line ends with the Löwdin spin population.
Geometry (Å):
H 2.89136 -3.36181 -4.04640  0.000
C 2.42953 0.57586 2.31835  0.011
O 0.56119 -2.33353 0.25180  0.033
H 2.54399 0.60265 -5.23974  0.000
O 0.43176 4.20672 -0.47798  0.003
H -1.31213 -2.63202 2.68681  0.000
C 3.35871 -3.21937 -3.07195  0.000
H 0.72187 3.20090 -2.27627  0.000
O 2.63392 -2.33276 -2.21492  0.001
C -1.99300 -0.26013 -2.02815  0.008
B -4.20262 0.19408 -2.31772  0.000
H 0.91593 -0.13982 -5.07323  0.000
H 1.59340 0.92492 -3.80860  0.000
H 3.41351 -4.20030 -2.61348  0.000
H 2.76352 0.38545 5.04621  0.000
H -2.17049 -4.59653 -0.82918  0.000
C -1.50457 -3.77828 -0.58282  0.000
H -3.14255 1.36444 4.09981  0.000
O -3.56868 0.04431 -3.65916  0.000
O 1.76040 -0.34327 -1.88306  0.036
C -0.92613 -1.85266 3.35048  0.000
C -1.72644 0.02827 2.21901  0.008
O 0.49703 1.97374 -0.29418  0.035
H -4.28755 1.88407 2.86248  0.000
O 0.04151 3.22089 1.45961  0.001
C 0.34229 3.07408 0.19513  0.007
O -7.48432 -0.63737 -1.78915  0.000
Mn 0.64240 -0.16269 -0.10445  4.713
C -2.31411 -0.31117 -3.53594  0.001
H 2.83408 -3.44732 1.95391  0.000
H 0.67649 5.18600 1.73259  0.000
O -1.54401 -0.61936 -4.39811  0.000
C -6.10385 1.37869 -1.89676  0.000
C 0.95984 4.15295 -1.80957  0.000
H 2.32958 2.05888 4.58801  0.000
H 3.99112 2.32443 0.80174  0.000
H 2.98297 -2.48308 0.46733  0.000
C 0.69332 -3.53924 0.15557  0.006
O 1.81714 -4.19553 0.32238  0.002
O -3.05885 0.00665 -1.36539  0.003
O 2.17096 -0.00042 1.27821  0.037
O -5.25992 -0.77431 -2.11602  0.000
O -2.68934 0.90687 2.11739  0.002
C 1.81913 0.16694 -4.55720  0.000
O 1.60163 0.51342 3.33440  0.003
C 2.94160 -3.49410 0.87328  0.000
H 3.82170 -4.03340 0.54692  0.000
C -3.63736 1.07243 3.17346  0.000
O -6.86251 2.25103 -1.62454  0.000
H 0.55588 4.99665 -2.35163  0.000
H -4.22994 0.17603 3.33645  0.000
O -0.87371 -0.05510 1.36189  0.035
H 0.08894 -1.59617 3.06968  0.000
O 3.51651 1.27806 2.54287  0.005
O 2.41984 -0.97897 -3.93406  0.004
O -0.90157 -0.51285 -1.55986  0.031
C -6.42303 -0.13452 -1.93494  0.000
C 4.38201 1.53180 1.43221  0.000
H -1.31746 -3.16251 -1.45903  0.000
O -4.79724 1.51356 -2.14682  0.000
H 1.12683 0.92114 5.25553  0.000
C -0.14452 4.53818 2.01550  0.000
H 4.55869 0.62976 0.84695  0.000
H 2.04923 4.21809 -1.76407  0.000
H -1.00436 -2.26384 4.35238  0.000
H -1.95774 -3.17428 0.20256  0.000
C 2.24946 -1.15521 -2.64803  0.008
C 1.99558 1.02843 4.61004  0.000
O -0.28160 -4.37088 -0.11638  0.002
H 5.34259 1.81233 1.85643  0.000
O -1.79029 -0.72054 3.30552  0.002
H 4.35620 -2.81294 -3.24993  0.000
H -1.09890 4.92982 1.66587  0.000
H -0.21491 4.41379 3.08994  0.000

Entry 2:
Formula: C19H30ClNO8S2
Source: OMol25
Level of theory: ωB97M-V/def2-TZVPD

## Properties
* structure (SMILES): CC(=O)N(C)CCCCC1=C(Cl)C(=O)OC1=O.O=S1(=O)CCCC1.O=S1(=O)CCCC1
* E_LUMO: -0.840 eV

Each line ends with the natural charge from an NBO analysis.
Geometry (Å):
H 3.31436 -0.68852 -2.16405  0.218
H -3.21922 1.65246 2.36836  0.265
C 3.79403 -4.43373 -1.78740  -0.401
C -2.69364 2.53574 -1.17901  -0.437
H 4.30166 -3.47180 -1.65878  0.205
C 1.40234 0.28692 -1.81052  -0.682
H -3.08875 0.67759 3.91893  0.246
H -0.16455 -0.48138 0.77422  0.215
C -4.29031 0.75569 -0.54630  0.728
C 2.49768 -4.29370 0.26796  -0.676
H -2.73928 3.56792 -0.65192  0.195
C -5.49752 0.53239 0.47998  -0.726
H 3.79178 1.40954 -0.99150  0.209
C 2.54158 2.65531 -2.23675  -0.681
H -3.47644 2.60351 -2.02914  0.211
C -1.56247 0.01335 2.43680  -0.396
C -0.92854 0.36519 0.99816  -0.438
C -1.08041 3.55885 3.28094  -0.111
H 2.04307 -4.82210 1.10569  0.261
H 2.70239 3.43547 -1.49166  0.255
O 0.32325 2.47194 -0.81108  -0.949
N -3.00207 1.44513 -0.18578  -0.561
C -0.42515 4.32435 4.53685  0.755
H -1.67216 2.43186 -1.68932  0.233
O 0.83448 -2.64758 -0.94381  -0.957
C 2.77343 0.21057 -2.46804  -0.405
O 0.36363 -5.13340 -1.01342  -0.929
H 2.66616 0.18929 -3.55773  0.215
Cl -1.13509 4.14274 1.56760  0.067
H 4.51845 -5.09306 0.16562  0.228
C -1.33483 2.37780 5.34988  0.762
H 2.08079 -5.06775 -2.97856  0.254
H -5.20638 -0.34971 1.16481  0.239
H 2.61793 3.07801 -3.24023  0.250
H 0.67237 -0.38556 -2.25990  0.274
O -1.87629 1.53837 6.11199  -0.518
H -2.27110 -0.88949 2.25682  0.209
H -0.75543 -0.38473 3.16166  0.221
C 3.50774 1.48502 -2.04639  -0.401
O -4.44571 0.27380 -1.71923  -0.572
O -0.44919 3.46261 5.70558  -0.497
O 0.20487 2.08307 -3.30917  -0.937
C 3.59700 -5.09181 -0.42036  -0.407
H 3.27870 -6.13095 -0.55316  0.219
H -2.57506 -0.65341 -0.11023  0.204
H -5.81604 1.46918 1.05060  0.237
H -1.48040 0.29159 -1.25052  0.202
H 2.86490 -3.31746 0.59321  0.237
C -1.64381 2.35234 3.77763  -0.055
S 0.89539 1.98083 -2.04394  2.173
H 4.42418 1.63303 -2.62242  0.225
H -0.28564 1.32785 1.03554  0.239
H 2.37750 -3.30611 -3.00587  0.250
O 0.00518 5.50770 4.51669  -0.502
C -2.46283 1.17599 3.07841  -0.466
C 2.40695 -4.20721 -2.39179  -0.682
H 4.41504 -5.04618 -2.44504  0.229
S 1.28404 -4.02113 -1.01103  2.173
C -1.98440 0.33898 -0.21138  -0.214
H 1.47083 0.10405 -0.73638  0.248
H -6.40898 0.17074 -0.13211  0.249

Entry 3:
Formula: C19H30GaN5OSeTe
Source: OMol25
Level of theory: ωB97M-V/def2-TZVPD

## Properties
* E_LUMO: -5.973 eV
* net charge: +2

Each line ends with the natural charge from an NBO analysis.
Geometry (Å):
C -1.70033 -3.17555 0.40320  -0.255
H 2.94082 0.89033 -2.43481  0.218
H -1.76471 -3.84195 -0.45672  0.219
H 2.39283 3.05163 -1.93339  0.424
H 1.54134 -4.33314 -0.73650  0.224
N -1.03119 -0.79983 0.24280  -0.545
N -2.95015 -2.43343 0.49925  -0.388
H 4.14659 0.42966 -3.65168  0.239
C -0.87892 3.03473 2.75658  -0.246
H 1.55319 4.06357 -3.04995  0.434
C 0.58074 2.34903 -2.52766  0.748
C 3.51195 -3.27778 -2.59466  -0.046
C 3.83762 0.30872 -2.61769  -0.409
N 1.58074 3.21174 -2.51161  -0.733
H -1.58957 -3.78378 1.30003  0.225
H -3.87046 -1.03029 1.72714  0.227
H -2.67695 3.99251 2.05116  0.227
Ga 0.44736 0.75545 0.09304  1.109
H -2.81366 -2.16531 2.55816  0.226
H -3.19657 -2.34957 -1.55697  0.222
H 0.02564 -2.34693 -0.69013  0.204
H -3.57562 4.33841 4.31677  0.237
C -0.68141 2.77247 5.12667  -0.176
H -4.10707 -1.14174 -0.65324  0.227
C -3.14971 -1.65664 -0.71768  -0.252
N 2.96515 -2.92804 -1.38088  -0.312
O 0.64830 1.27551 -1.86485  -0.792
H 3.59780 -4.30283 -2.91033  0.262
C -2.12010 3.64250 2.91074  -0.249
C -0.15199 2.59627 3.85661  -0.254
C 2.47640 -3.89155 -0.39791  -0.416
Se 2.55009 -0.60122 0.29520  -0.134
C 3.87573 -2.13485 -3.21345  -0.031
H -2.30380 3.55598 6.28940  0.238
C -0.50765 -2.18755 0.24815  -0.254
H 0.82590 2.14786 3.73815  0.221
H 2.32860 -3.38358 0.54964  0.241
N 3.55060 -1.09763 -2.37010  -0.318
C -1.90988 3.39885 5.29455  -0.181
H 0.19807 -2.27809 1.07138  0.225
H -2.32761 0.38354 -0.92241  0.223
C -0.63119 2.67634 -3.32982  -0.713
H 3.21428 -4.67797 -0.26113  0.247
H -1.43440 2.93909 -2.63727  0.272
C -2.62883 3.83102 4.18970  -0.185
H -0.95126 1.79859 -3.88826  0.265
H -1.01566 -0.67534 2.33956  0.223
H 4.62941 0.64877 -1.95273  0.240
C 2.98542 -1.59015 -1.25637  0.261
Te -0.03617 3.13232 0.81945  0.149
H -0.47029 3.50869 -4.01046  0.248
H -0.12008 2.44473 5.99156  0.233
C -1.74144 -0.55272 1.53321  -0.264
H -2.08617 0.48292 1.54737  0.233
C -1.98072 -0.65133 -0.89752  -0.258
C -2.91832 -1.55495 1.66226  -0.252
H -1.42115 -0.84322 -1.81431  0.216
H 4.33847 -1.97428 -4.17123  0.259